# 1
{
  "formula": "C19H24NOs",
  "method": "the ωB97M-V functional and the def2-TZVPD basis",
  "symbols": ["C", "C", "C", "C", "H", "H", "H", "H", "H", "H", "H", "H", "H", "C", "C", "C", "H", "C", "C", "H", "H", "H", "H", "C", "C", "C", "H", "C", "C", "H", "H", "H", "H", "Os", "C", "C", "C", "N", "C", "C", "H", "H", "H", "H", "H"],
  "positions_angstrom": [[-0.32699, 0.66574, -4.20687], [0.24959, 2.01431, -4.10794], [0.49931, -0.43642, -4.70827], [-1.78891, 0.51935, -4.16842], [0.53507, -0.43983, -5.81326], [0.10286, -1.41745, -4.40911], [1.54046, -0.35335, -4.36440], [0.23316, 2.53451, -5.08395], [1.29868, 1.98947, -3.78225], [-0.32384, 2.64076, -3.40926], [-2.24266, 0.71040, -5.15863], [-2.24117, 1.24179, -3.47356], [-2.09421, -0.49409, -3.87512], [2.20557, -0.26616, 1.29255], [2.33845, -1.03016, 0.10808], [2.01126, -0.19703, -0.99509], [2.59502, -2.08234, 0.05978], [1.67351, 1.09098, -0.48710], [1.77568, 1.04020, 0.92486], [1.49459, 1.82774, 1.60911], [2.33365, -0.63482, 2.30484], [2.00704, -0.49109, -2.04038], [1.32028, 1.93750, -1.06711], [-1.76499, -0.94336, 0.75752], [-0.89901, -2.00627, 1.13466], [-0.23094, -2.46259, -0.03157], [-0.72854, -2.36306, 2.14312], [-0.69893, -1.69362, -1.13321], [-1.65632, -0.75909, -0.64278], [-2.15902, 0.00573, -1.22521], [-2.34704, -0.33539, 1.43520], [0.53218, -3.22587, -0.06453], [-0.37619, -1.79118, -2.16454], [0.29912, -0.42741, 0.27193], [-0.63543, 0.70374, 6.11403], [0.50861, 1.18282, 5.46966], [0.66091, 0.92795, 4.09827], [-0.25243, 0.26289, 3.37394], [-1.33697, -0.21600, 4.00370], [-1.57788, -0.00915, 5.37010], [-0.79569, 0.89681, 7.17273], [1.27301, 1.75894, 5.98729], [1.54692, 1.29202, 3.57242], [-2.05833, -0.77300, 3.40139], [-2.49942, -0.39490, 5.80737]],
  "forces_ev_per_a": [[0.008, -0.014, 0.531], [0.213, 0.596, 0.081], [0.409, -0.536, -0.257], [-0.632, -0.029, 0.036], [0.060, -0.087, 0.134], [0.089, 0.129, -0.122], [-0.151, -0.051, -0.135], [0.048, -0.009, 0.174], [-0.135, 0.047, -0.100], [0.140, -0.043, -0.166], [-0.011, -0.045, 0.164], [0.000, -0.133, -0.171], [-0.008, 0.128, -0.088], [-0.037, -0.532, 0.788], [3.121, -0.840, -1.080], [1.624, -0.443, -1.069], [0.228, 0.333, -0.037], [0.698, 0.803, -0.216], [1.097, 1.026, -0.061], [0.059, -0.012, -0.168], [0.062, 0.118, -0.248], [0.054, 0.153, 0.243], [0.096, -0.206, 0.050], [-1.498, -0.382, -0.219], [0.457, -0.427, 0.704], [-1.048, -2.884, -1.240], [-0.090, 0.018, -0.198], [-0.366, -1.582, -1.132], [-1.082, -0.219, -0.283], [0.132, -0.175, 0.057], [0.017, -0.028, -0.182], [-0.297, -0.124, -0.071], [-0.167, 0.028, 0.207], [-3.073, 5.391, 3.942], [0.044, 0.045, -0.314], [-0.143, -0.220, -0.521], [-0.536, -0.010, 0.526], [0.060, -0.137, 0.193], [0.271, 0.459, 0.540], [0.188, -0.030, -0.477], [0.040, -0.059, -0.219], [-0.217, -0.194, -0.018], [-0.277, -0.108, 0.209], [0.209, 0.170, 0.232], [0.346, 0.115, -0.021]],
  "orbital_gap_ev": [6.118, 7.275],
  "s_squared": 6.01,
  "e_tot_ev": -24037.18541,
  "multiplicity": 5,
  "e_above_lowest_ev": 0.0000,
  "charge": 1,
  "e_homo_ev": [-8.23, -12.84]
}

---

# 2
{
  "formula": "C7H10N2O",
  "method": "the ωB97M-V functional and the def2-TZVPD basis",
  "symbols": ["C", "C", "C", "C", "C", "C", "C", "N", "N", "O", "H", "H", "H", "H", "H", "H", "H", "H", "H", "H"],
  "positions_angstrom": [[-1.98209, 1.01459, -1.77365], [-3.24190, 0.35700, -0.23540], [-1.57602, 1.70439, -0.67701], [1.64493, -1.68190, 0.43477], [1.15417, -1.15272, 1.86054], [0.94256, -0.45017, 0.60373], [1.87042, 0.89079, -1.06359], [-3.07214, 0.29330, -1.53439], [-2.39140, 1.21552, 0.33557], [1.31662, 0.64697, 0.07265], [-1.66164, 1.09019, -2.70702], [-4.20580, 0.06437, 0.30669], [2.72188, -1.51173, 0.47601], [1.27435, -2.62832, 0.18197], [0.34218, -1.68760, 2.27869], [2.00094, -0.98713, 2.54083], [2.09616, 0.10107, -1.74449], [1.63100, 1.96395, -1.34134], [-0.72720, 2.31755, -0.41059], [-2.38615, 1.65866, 1.35678]],
  "forces_ev_per_a": [[-0.317, 1.259, 2.179], [-3.437, -0.009, 0.971], [0.414, -0.535, 1.301], [0.901, 0.348, 1.969], [1.368, 0.355, -0.413], [-0.771, -1.890, -0.356], [-0.149, 2.441, -1.157], [-0.908, -1.784, 0.867], [1.114, 2.446, 2.940], [-0.561, 2.147, 1.783], [1.662, 0.396, -3.833], [1.800, 0.014, -0.846], [0.124, -0.509, -0.752], [-0.437, -0.993, -0.815], [-0.780, -0.242, 0.392], [-0.509, 0.367, -0.204], [0.004, -0.419, -0.358], [0.853, -1.607, -0.084], [-0.160, 0.009, -0.356], [-0.211, -1.794, -3.227]],
  "orbital_gap_ev": [8.252, 8.218],
  "e_tot_ev": -12442.45130,
  "multiplicity": 1,
  "e_above_lowest_ev": 6.9969,
  "e_homo_ev": [-7.59, -7.71]
}